(1)
DFT (wB97M-V/def2-TZVPD) results for 3 unconnected molecules or ions with the total composition C19H46N3OS.

```
70
C19H46N3OS, DFT wB97M-V/def2-TZVPD
C 0.238 -0.633 1.664
C 0.250 0.392 0.561
O 0.168 0.084 -0.609
N 0.365 1.755 0.902
C 0.626 2.078 2.299
C 1.219 2.468 -0.064
C 1.277 3.969 0.187
C -0.131 4.555 0.003
C -0.328 5.834 0.800
S -2.093 6.320 0.966
H 0.214 -1.613 1.199
H 1.133 -0.552 2.284
H -0.627 -0.522 2.319
H -0.043 1.509 2.936
H 1.659 1.889 2.615
H 0.410 3.132 2.477
H 2.222 2.032 -0.099
H 0.776 2.315 -1.047
H 1.685 4.209 1.171
H 1.962 4.407 -0.539
H -0.863 3.798 0.304
H -0.287 4.779 -1.054
H 0.027 5.770 1.828
H 0.138 6.698 0.327
H -2.254 7.009 -0.181
H -2.668 5.202 0.476
C -2.710 1.303 -2.049
C -3.159 0.045 -2.775
N -4.518 0.128 -3.280
C -5.052 -1.154 -3.716
C -4.395 -1.837 -4.920
C -4.803 1.263 -4.144
C -3.956 1.426 -5.413
H -3.411 1.550 -1.247
H -1.723 1.134 -1.619
H -2.646 2.161 -2.723
H -3.135 -0.791 -2.070
H -2.417 -0.195 -3.553
H -6.117 -1.015 -3.917
H -4.991 -1.830 -2.858
H -4.661 -1.356 -5.861
H -4.728 -2.874 -4.978
H -3.308 -1.846 -4.837
H -4.705 2.173 -3.547
H -5.860 1.202 -4.414
H -2.896 1.256 -5.212
H -4.059 2.443 -5.798
H -4.258 0.745 -6.206
C 3.944 -2.631 5.133
C 3.198 -3.502 4.134
N 3.293 -3.014 2.766
C 2.373 -3.677 1.855
C 2.556 -5.172 1.578
C 4.646 -2.812 2.262
C 5.598 -4.013 2.269
H 3.603 -1.596 5.074
H 3.765 -2.996 6.145
H 5.021 -2.647 4.969
H 2.135 -3.507 4.391
H 3.542 -4.541 4.246
H 2.405 -3.132 0.906
H 1.368 -3.523 2.263
H 3.402 -5.367 0.921
H 1.664 -5.564 1.088
H 2.701 -5.740 2.498
H 5.102 -2.008 2.844
H 4.552 -2.424 1.244
H 5.538 -4.567 3.207
H 6.628 -3.668 2.160
H 5.398 -4.709 1.456
```

## Properties
electronic energy: -37794.056 eV
frontier orbital gap: 5.8 eV
charge: +1


(2)
DFT (wB97M-V/def2-TZVPD) results for 12 unconnected molecules or ions with the total composition C19H47ClF3N11O26PS.

```
109
C19H47ClF3N11O26PS, DFT wB97M-V/def2-TZVPD
C 3.842 0.251 1.427
C 2.373 0.826 1.869
P 0.903 0.007 0.875
C -0.662 0.458 1.837
C -1.992 0.849 0.984
C -2.702 -0.358 0.143
S -3.389 -1.770 1.160
O -3.079 -1.712 2.674
O -2.966 -3.173 0.574
O -5.125 -1.777 1.046
C 1.205 -1.882 1.095
C 0.292 -2.847 0.149
O -0.215 -2.571 -1.053
Cl -0.030 -4.584 0.823
C 1.074 0.650 -0.893
F -0.133 1.190 -1.541
F 2.092 1.768 -0.906
F 1.644 -0.372 -1.851
H 4.632 0.749 2.170
H 3.983 -0.906 1.542
H 4.125 0.668 0.357
H 2.100 0.688 2.999
H 2.299 1.988 1.640
H -0.402 1.419 2.498
H -0.828 -0.406 2.644
H -1.795 1.806 0.298
H -2.802 1.227 1.776
H -1.965 -0.669 -0.718
H -3.640 0.133 -0.411
H -5.457 -1.836 2.005
H 2.341 -2.196 0.912
H 0.992 -2.142 2.237
C -1.202 2.359 6.126
N -1.100 1.747 4.774
O -0.908 0.527 4.717
O -1.215 2.510 3.807
H -1.083 1.575 6.878
H -0.406 3.101 6.213
H -2.188 2.822 6.205
C 0.554 -4.853 -3.217
N 1.436 -6.015 -3.511
O 0.963 -6.923 -4.205
O 2.578 -5.982 -3.038
H -0.415 -5.015 -3.694
H 0.444 -4.789 -2.133
H 1.038 -3.961 -3.621
C 1.165 5.950 1.493
N 1.343 4.548 1.958
O 1.648 4.379 3.145
O 1.170 3.656 1.120
H 1.346 6.626 2.331
H 1.887 6.125 0.693
H 0.139 6.050 1.132
C -2.938 7.371 -1.303
N -1.617 6.908 -0.800
O -1.425 6.963 0.421
O -0.809 6.504 -1.644
H -3.545 7.697 -0.455
H -2.758 8.200 -1.990
H -3.410 6.528 -1.812
C 2.503 0.559 7.517
N 1.684 1.763 7.820
O 1.528 2.585 6.909
O 1.220 1.850 8.963
H 2.843 0.614 6.481
H 3.352 0.557 8.203
H 1.868 -0.317 7.668
C -0.339 -9.530 -5.293
N -1.520 -9.759 -6.169
O -2.316 -8.822 -6.302
O -1.614 -10.872 -6.699
H -0.385 -8.514 -4.897
H -0.383 -10.262 -4.484
H 0.556 -9.666 -5.904
C 3.703 5.431 -2.509
N 2.884 6.636 -2.206
O 2.728 7.458 -3.116
O 2.420 6.722 -1.063
H 4.043 5.487 -3.545
H 4.552 5.429 -1.823
H 3.068 4.555 -2.358
C -1.997 2.664 -3.979
N -2.816 3.869 -3.676
O -2.972 4.691 -4.587
O -3.280 3.956 -2.533
H -1.657 2.720 -5.015
H -1.148 2.663 -3.293
H -2.632 1.788 -3.828
C 2.418 -8.726 -8.322
N 3.159 -9.980 -8.019
O 4.196 -10.194 -8.659
O 2.680 -10.715 -7.147
H 2.951 -8.181 -9.104
H 1.419 -9.008 -8.661
H 2.375 -8.138 -7.403
C -3.919 9.079 2.997
N -4.462 8.882 1.626
O -4.816 7.738 1.317
O -4.516 9.880 0.898
H -3.930 8.122 3.523
H -2.898 9.453 2.897
H -4.560 9.805 3.503
C 0.362 -7.276 2.969
N 1.683 -7.738 3.472
O 1.875 -7.683 4.692
O 2.491 -8.143 2.628
H -0.245 -6.950 3.817
H 0.542 -6.447 2.282
H -0.110 -8.119 2.460
```

## Properties
electronic energy: -130845.312 eV
frontier orbital gap: 8.1 eV
charge: +1


(3)
DFT (wB97M-V/def2-TZVPD) results for a molecular structure, C19H47ClP2Sn.

```
70
C19H47ClP2Sn, DFT wB97M-V/def2-TZVPD
Sn -0.744 0.491 0.426
Cl -0.194 -0.780 -1.737
P -2.760 1.548 -0.759
C -3.792 0.199 -1.548
C -3.617 2.358 0.706
C -2.087 2.656 -2.100
C -3.629 -1.218 -0.921
H -3.376 0.149 -2.578
C -5.262 0.631 -1.597
H -5.696 0.679 -0.589
H -5.816 -0.119 -2.183
H -5.375 1.608 -2.106
H -2.584 -1.573 -1.005
H -4.269 -1.924 -1.479
H -3.937 -1.232 0.142
H -1.662 1.909 -2.801
C -0.937 3.592 -1.686
C -3.243 3.389 -2.797
H -3.850 2.695 -3.405
H -2.826 4.143 -3.484
H -3.902 3.914 -2.075
H -0.185 3.108 -1.044
H -1.308 4.506 -1.196
H -0.417 3.900 -2.608
C -3.840 1.286 1.789
H -4.583 2.726 0.323
C -2.763 3.515 1.238
H -4.553 0.504 1.485
H -4.225 1.756 2.708
H -2.878 0.808 2.047
H -1.746 3.154 1.490
H -3.211 3.911 2.162
H -2.688 4.352 0.529
H -1.409 -1.001 1.082
H 0.869 1.155 0.022
P 2.917 -1.855 0.225
C 3.738 -1.543 -1.356
C 3.830 -1.320 1.710
C 2.034 -3.426 0.235
C 3.458 -0.120 -1.902
H 3.252 -2.269 -2.040
C 5.221 -1.889 -1.227
H 5.752 -1.201 -0.552
H 5.658 -1.837 -2.237
H 5.343 -2.919 -0.848
H 2.379 0.033 -2.054
H 3.965 0.015 -2.861
H 3.803 0.660 -1.215
H 1.514 -3.425 -0.742
C 0.957 -3.577 1.325
C 3.096 -4.528 0.229
H 3.617 -4.570 -0.744
H 2.579 -5.487 0.400
H 3.862 -4.377 1.020
H 0.431 -2.639 1.563
H 1.377 -4.003 2.248
H 0.204 -4.274 0.940
C 4.109 0.188 1.618
H 4.748 -1.933 1.626
C 3.054 -1.608 3.002
H 4.799 0.446 0.811
H 4.565 0.542 2.555
H 3.174 0.753 1.461
H 2.097 -1.055 3.031
H 3.655 -1.276 3.862
H 2.843 -2.671 3.144
C -0.093 1.071 2.495
H 0.935 1.444 2.307
H -0.071 0.067 2.952
H -0.703 1.793 3.068
```

## Properties
energy above the lowest of the compared OMol25 structures with the same formula, charge and spin: 0.00 kcal per mole
electronic energy: -57394.390 eV
frontier orbital gap: 6.2 eV


(4)
DFT (wB97M-V/def2-TZVPD) results for a molecular structure, C19H47InN3Na4O8P.

```
83
C19H47InN3Na4O8P, DFT wB97M-V/def2-TZVPD
In 3.697 -5.004 1.644
Na 0.653 -2.764 4.060
Na 2.064 -1.959 -1.522
Na -0.226 -4.335 0.058
Na 3.973 -0.937 2.376
P 1.513 -2.175 1.356
O 1.399 -1.097 2.502
O 2.984 -2.263 0.707
O 0.487 -2.049 0.215
O 1.270 -3.593 1.920
C 3.771 2.593 4.205
C 2.870 1.381 4.073
C 1.454 1.520 4.755
O 1.693 1.573 6.119
C 0.408 1.766 6.799
N 2.635 1.319 2.718
H 4.660 2.326 3.634
H 4.112 2.690 5.236
H 3.305 3.520 3.872
H 3.392 0.485 4.409
H 0.928 0.625 4.422
H 1.086 2.520 4.527
H 0.001 2.746 6.551
H 0.518 1.650 7.877
H -0.322 1.028 6.466
H 2.182 2.178 2.440
H 1.972 0.582 2.526
C -2.964 -3.483 -1.402
C -3.063 -2.101 -0.690
C -4.390 -1.514 -0.669
O -5.021 -1.263 -1.999
C -4.458 -0.227 -2.797
N -2.522 -2.156 0.641
H -1.920 -3.780 -1.309
H -3.251 -3.696 -2.432
H -3.480 -4.200 -0.763
H -2.405 -1.363 -1.149
H -4.590 -0.589 -0.128
H -5.047 -2.165 -0.092
H -5.229 0.251 -3.402
H -3.647 -0.657 -3.384
H -3.955 0.546 -2.216
H -1.549 -1.898 0.560
H -2.717 -1.351 1.218
C -1.120 0.473 -4.221
C -0.060 -0.484 -3.712
C 1.148 -0.386 -4.725
C 2.036 0.794 -4.620
C 2.484 0.998 -3.120
C 1.337 1.143 -2.089
N 0.460 -0.080 -2.319
O -0.569 -0.184 -1.380
C 2.038 1.082 -0.724
C 0.674 2.528 -2.162
C -0.578 -1.945 -3.743
H -0.790 1.433 -4.617
H -1.824 0.680 -3.414
H -1.815 -0.012 -4.907
H 1.892 -1.177 -4.633
H 0.689 -0.264 -5.706
H 1.669 1.727 -5.048
H 2.987 0.620 -5.123
H 3.153 1.849 -3.239
H 3.086 0.119 -2.890
H 1.355 1.462 0.036
H 2.387 0.073 -0.499
H 2.953 1.673 -0.732
H 1.409 3.320 -2.025
H 0.093 2.675 -3.073
H -0.026 2.632 -1.333
H -1.463 -2.002 -3.108
H 0.179 -2.686 -3.485
H -1.072 -2.177 -4.686
H -0.103 -0.710 -0.726
C -2.542 1.926 2.101
C -1.119 1.290 1.810
O -1.161 -0.044 2.166
H -2.839 1.649 3.112
H -3.186 1.705 1.249
H -2.434 2.985 2.336
H -0.322 1.668 2.451
H -0.969 1.442 0.741
H -0.306 -0.480 2.125
```

## Properties
energy above the lowest of the compared OMol25 structures with the same formula, charge and spin: 0.00 kcal per mole
electronic energy: -73405.676 eV
frontier orbital gap: 2.0 eV
charge: +4


(5)
DFT (wB97M-V/def2-TZVPD) results for a molecular structure, C19H48Cu2KN2O7.

```
79
C19H48Cu2KN2O7, DFT wB97M-V/def2-TZVPD
Cu -1.835 1.779 -0.865
Cu 0.227 1.976 2.031
K -3.308 0.216 2.282
C -3.493 3.874 2.449
C -2.607 4.003 1.208
O -1.594 3.042 1.068
H -2.973 4.011 3.397
H -3.998 2.908 2.432
H -4.317 4.585 2.516
H -2.287 5.040 1.101
H -3.239 3.776 0.349
C -1.733 -2.035 0.061
C -0.646 -1.166 0.684
C 0.732 -1.777 0.471
O -0.658 0.242 0.589
H -1.671 -1.862 -1.013
H -2.685 -1.723 0.491
H -1.587 -3.102 0.227
H -0.842 -1.391 1.733
H 1.506 -1.423 1.151
H 1.016 -1.771 -0.582
H 0.807 -2.837 0.715
C 2.268 0.069 3.462
O 1.997 1.488 3.068
C 2.493 2.353 4.023
C 2.176 3.819 3.717
N 0.769 4.047 3.423
C 0.436 5.383 2.870
C 0.883 6.722 3.616
O 2.261 7.042 3.621
C 2.560 8.176 4.472
H 1.442 -0.565 3.139
H 2.223 -0.252 4.503
H 3.148 -0.398 3.020
H 3.578 2.297 4.102
H 2.182 1.993 5.004
H 2.778 4.044 2.836
H 2.679 4.373 4.510
H 0.232 4.060 4.278
H -0.652 5.351 2.830
H 0.723 5.318 1.820
H 0.608 6.610 4.665
H 0.244 7.574 3.383
H 3.592 8.479 4.299
H 2.342 7.909 5.506
H 2.054 9.115 4.249
C 3.455 -3.052 -2.412
O 2.183 -3.485 -2.107
C 1.448 -3.890 -3.270
C 0.473 -4.968 -2.831
N -0.446 -5.487 -3.804
C -1.214 -6.581 -3.174
C -2.280 -6.959 -4.331
O -3.123 -5.809 -4.615
C -3.917 -5.980 -5.759
H 4.035 -3.934 -2.684
H 3.907 -2.833 -1.445
H 3.544 -2.114 -2.961
H 2.060 -4.377 -4.028
H 0.902 -3.031 -3.660
H 0.016 -4.390 -2.028
H 0.946 -5.744 -2.229
H -1.139 -4.778 -3.996
H -1.738 -6.312 -2.257
H -0.631 -7.445 -2.857
H -2.976 -7.663 -3.875
H -1.839 -7.476 -5.183
H -4.347 -5.011 -6.011
H -4.664 -6.731 -5.505
H -3.352 -6.302 -6.634
C 0.861 0.827 -2.604
C -0.095 -0.142 -3.009
O -1.306 0.448 -2.720
H 1.843 0.386 -2.427
H 0.735 1.352 -1.657
H 0.895 1.718 -3.231
H -0.112 -1.101 -2.491
H -0.028 -0.292 -4.086
H -1.927 -0.218 -3.024
```

## Properties
electronic energy: -143364.922 eV
frontier orbital gap (alpha / beta): 7.6 / 3.7 eV
multiplicity: 3
expectation value of S²: 2.016
charge: +3